No. 1
{
  "formula": "C25H46AlClNO6",
  "method": "ωB97M-V with the def2-TZVPD basis set",
  "species": ["C", "C", "C", "C", "Al", "Cl", "C", "N", "C", "C", "C", "C", "C", "C", "C", "C", "H", "H", "H", "H", "H", "H", "H", "H", "H", "H", "H", "H", "H", "H", "H", "H", "H", "H", "H", "H", "H", "H", "O", "C", "O", "C", "C", "C", "H", "H", "H", "H", "H", "H", "H", "H", "O", "C", "O", "C", "C", "C", "H", "H", "H", "H", "H", "H", "H", "H", "O", "C", "O", "C", "C", "C", "H", "H", "H", "H", "H", "H", "H", "H"],
  "positions_angstrom": [[2.144456, 1.349433, -2.541456], [2.894926, 2.196762, -1.451334], [3.103592, 3.725091, -1.802746], [1.925238, 4.413868, -2.600661], [0.430885, 5.166029, -1.400254], [1.403686, 6.902910, -0.267854], [-1.017265, 6.005468, -2.558788], [-2.283052, 6.295408, -1.815244], [-0.247383, 3.838180, -0.013088], [-1.319743, 2.835441, -0.522580], [-2.209315, 2.232137, 0.499814], [-3.233874, 1.250042, 0.198424], [-3.413624, 0.825959, -1.191484], [-2.562506, 1.421950, -2.210926], [-2.691790, 0.989775, -3.716619], [-1.520702, 2.422571, -1.903560], [1.933522, 0.332901, -2.101739], [2.760058, 1.188759, -3.463063], [1.146206, 1.797844, -2.802983], [3.930722, 1.750450, -1.368352], [2.460806, 2.084124, -0.416555], [4.075836, 3.871276, -2.345576], [3.211667, 4.265108, -0.815139], [1.492116, 3.801308, -3.435298], [2.371024, 5.331966, -3.095600], [-0.611474, 6.981386, -2.970096], [-1.176023, 5.356163, -3.480236], [-2.389645, 5.624347, -1.055966], [-3.050951, 6.231104, -2.483881], [0.621387, 3.286812, 0.431380], [-0.721652, 4.419116, 0.833811], [-2.069842, 2.536469, 1.564303], [-3.823818, 0.848162, 1.061068], [-4.184866, 0.048439, -1.390048], [-3.713785, 1.167083, -4.135502], [-1.895984, 1.481993, -4.331847], [-2.483783, -0.120552, -3.756002], [-0.890002, 2.846883, -2.713897], [6.423627, 2.169222, -0.553747], [6.912125, 1.078678, -0.668479], [6.209764, -0.013961, -0.308149], [6.617327, -1.356677, -0.581108], [7.554020, -1.873808, 0.492195], [8.340042, 0.914916, -1.125960], [7.041630, -1.441682, -1.583816], [5.705353, -1.955401, -0.580599], [8.476774, -1.292191, 0.534046], [7.812729, -2.918167, 0.305929], [7.085131, -1.796680, 1.474655], [9.005512, 1.032488, -0.270156], [8.556986, 1.692294, -1.858181], [8.539157, -0.035038, -1.618013], [-3.714913, -6.313093, 0.738160], [-3.674061, -5.244042, 0.181414], [-2.809189, -5.044273, -0.826143], [-2.818399, -3.884870, -1.669748], [-2.028414, -2.749944, -1.051843], [-4.517187, -4.091542, 0.658637], [-3.840044, -3.593668, -1.923489], [-2.343131, -4.187188, -2.604373], [-2.464833, -2.425010, -0.106017], [-1.994456, -1.893101, -1.727654], [-1.007460, -3.069466, -0.836105], [-4.003785, -3.589956, 1.480558], [-5.469290, -4.485602, 1.016288], [-4.757829, -3.369804, -0.119094], [-2.386553, -3.326995, 3.134747], [-2.852744, -3.496467, 4.230785], [-2.148139, -4.160749, 5.164247], [-2.524379, -4.248927, 6.541868], [-3.492757, -5.391336, 6.772819], [-4.258299, -3.054500, 4.548670], [-2.908869, -3.293739, 6.905288], [-1.603882, -4.441080, 7.094934], [-4.425157, -5.244295, 6.225096], [-3.727923, -5.486767, 7.834729], [-3.062840, -6.330695, 6.421149], [-4.957735, -3.824916, 4.221475], [-4.459982, -2.132164, 4.003892], [-4.422973, -2.831970, 5.600666]],
  "forces_ev_per_a": [[-0.4204, -0.2468, 0.8353], [0.9964, -0.0715, -0.3707], [-0.4480, 0.0429, 0.1488], [0.2408, 0.5633, 0.1663], [0.5990, 0.2692, -0.5032], [-0.1826, -0.4554, -0.1026], [0.4068, 0.2815, -0.4748], [0.4391, -0.1549, -0.6958], [-0.8369, -0.0886, -0.0215], [-1.1748, -1.2498, 0.5098], [-0.3209, -0.6070, -1.5759], [1.5885, 1.1361, -1.3132], [1.4399, 1.4593, 1.0514], [0.3278, 0.5108, 0.3289], [0.3547, -0.6245, 0.9535], [-1.5349, -1.0987, 2.0724], [0.1750, 0.8350, -0.4939], [-0.5140, 0.3649, 0.6965], [1.0764, -0.4597, 0.1417], [-1.0158, 0.4139, 0.1007], [0.0128, 0.0642, -1.2253], [-0.7202, -0.3326, 0.4216], [0.0681, -0.4406, -1.0145], [0.6126, 0.2782, 0.5850], [-0.5193, -0.8347, 0.3974], [-0.3454, -0.9145, 0.4126], [-0.0246, 0.4897, 0.8652], [-0.3558, 0.0986, -0.4456], [-0.0625, -0.1372, 0.6898], [-0.6721, 0.3171, -0.3703], [0.5120, -0.6041, -0.6919], [-0.0566, -0.2181, -1.0409], [0.4487, 0.2581, -1.1206], [0.7323, 0.7293, -0.2345], [0.8925, -0.0218, 0.3159], [-0.8771, -0.2793, 0.4935], [-0.3124, 1.0306, -0.1524], [-0.5934, -0.3608, 0.6453], [-0.0359, -0.4148, 0.0640], [0.2457, 0.4485, 0.0780], [-0.4819, -0.0722, -0.0337], [0.1640, -0.0743, 0.1160], [0.1629, 0.0767, 0.0797], [0.0953, -0.1777, -0.5875], [0.0622, 0.0688, 0.0460], [-0.0697, 0.2348, 0.0080], [0.0005, -0.0624, -0.0807], [-0.0271, 0.0303, 0.0071], [-0.0650, -0.0534, -0.0817], [-0.0336, -0.0216, -0.0284], [-0.0450, 0.1082, 0.2377], [0.0672, -0.0867, 0.1896], [0.1634, 0.1297, -0.3467], [-0.0664, 0.1020, 0.5081], [0.0312, -0.5101, -0.2892], [0.1762, 0.3767, 0.0668], [-0.0351, 0.0447, 0.1567], [-0.5807, 0.1313, -0.2739], [-0.0054, -0.0206, 0.1131], [-0.0363, -0.2280, 0.1351], [-0.0224, 0.0641, -0.0812], [-0.0007, -0.0074, 0.0523], [-0.0382, -0.0194, -0.0985], [0.0767, -0.0245, -0.0998], [0.1751, -0.1012, 0.1245], [0.1772, 0.1148, 0.0564], [0.1433, -0.1504, 0.3537], [-0.3288, -0.0003, -0.3330], [0.5227, 0.0602, -0.0105], [-0.2136, -0.1468, 0.0957], [-0.1566, -0.0527, -0.1005], [-0.0570, 0.5166, 0.2878], [-0.0588, -0.0223, -0.0883], [0.0676, 0.0538, -0.2355], [0.0070, 0.0544, 0.0825], [0.0275, 0.0086, -0.0329], [0.0597, 0.0615, 0.0652], [0.0412, 0.0082, 0.0238], [0.0265, -0.1895, -0.1568], [-0.0709, -0.1996, 0.0270]],
  "charge": -1,
  "orbital_gap_ev": 6.599,
  "multiplicity": 1,
  "homo_energy_ev": -4.68,
  "lumo_ev": 1.9,
  "energy_ha": -2189.09369
}



No. 2
{
  "formula": "C25H47BCl3GeN4O2P2Ti",
  "method": "ωB97M-V with the def2-TZVPD basis set",
  "species": ["Ti", "C", "C", "C", "C", "P", "C", "N", "B", "N", "C", "P", "C", "C", "C", "C", "C", "C", "C", "C", "C", "C", "C", "C", "C", "C", "C", "C", "C", "C", "H", "H", "H", "H", "H", "H", "H", "H", "H", "H", "H", "H", "H", "H", "H", "H", "H", "H", "H", "H", "H", "H", "H", "H", "H", "H", "H", "H", "H", "H", "H", "H", "H", "H", "H", "H", "H", "H", "H", "H", "H", "H", "H", "H", "N", "N", "C", "O", "O", "H", "H", "H", "Cl", "Ge", "Cl", "Cl"],
  "positions_angstrom": [[0.089662, 0.525368, -1.696151], [0.170546, 4.637217, -2.199325], [-0.936118, 4.398913, -1.158043], [-2.289605, 4.481533, -1.877055], [-0.839559, 5.536796, -0.131535], [-0.640213, 2.709523, -0.389503], [0.756934, 3.037176, 0.748152], [1.328653, 1.758375, 1.079013], [1.081066, 0.491823, 0.403755], [1.696494, -0.473387, 1.308232], [1.630428, -1.920185, 1.393938], [0.583487, -2.640448, 0.061914], [-0.603520, -3.659113, 1.077539], [-1.413889, -4.550970, 0.130370], [-1.549807, -2.606263, 1.686802], [-0.023604, -4.521307, 2.201281], [1.796796, -3.733549, -0.838663], [2.891319, -2.772740, -1.331478], [2.440308, -4.869230, -0.041092], [1.092801, -4.303859, -2.074033], [2.288701, 0.198547, 2.388582], [2.986895, -0.284100, 3.483242], [3.453761, 0.634104, 4.426581], [3.225766, 1.997130, 4.275806], [2.522482, 2.486160, 3.174954], [2.061372, 1.573987, 2.242467], [-2.068354, 2.271532, 0.761463], [-1.603550, 1.236961, 1.798067], [-2.653113, 3.453090, 1.539323], [-3.174760, 1.617054, -0.079563], [-0.013375, 5.610734, -2.663982], [0.179239, 3.880857, -2.980885], [1.161984, 4.667928, -1.746172], [-2.318853, 5.423302, -2.433245], [-3.131150, 4.489554, -1.187005], [-2.427673, 3.671166, -2.591034], [-0.892163, 6.482864, -0.679298], [0.107308, 5.536477, 0.407362], [-1.648878, 5.534895, 0.593529], [0.395475, 3.539343, 1.652133], [1.472659, 3.707570, 0.261838], [1.202586, -2.185730, 2.361919], [2.639076, -2.343296, 1.379854], [-1.706589, -4.019805, -0.778215], [-2.327717, -4.883707, 0.632732], [-0.854941, -5.443869, -0.157652], [-2.031452, -2.005918, 0.911901], [-1.032150, -1.922525, 2.364236], [-2.331348, -3.112524, 2.261577], [0.554087, -5.360869, 1.817613], [-0.841354, -4.934869, 2.801750], [0.615720, -3.954813, 2.882322], [3.535428, -2.415628, -0.526050], [2.465503, -1.899073, -1.831389], [3.523209, -3.292631, -2.058279], [2.782832, -4.554904, 0.947483], [3.311117, -5.252327, -0.584000], [1.750188, -5.704582, 0.091498], [0.683768, -3.505766, -2.701348], [0.279486, -4.983457, -1.815163], [1.817060, -4.864241, -2.674326], [3.171180, -1.342091, 3.612458], [4.003800, 0.277266, 5.287611], [3.600861, 2.689973, 5.018240], [2.350865, 3.548842, 3.053482], [-0.847310, 1.633996, 2.478116], [-1.204979, 0.324813, 1.345663], [-2.477391, 0.953568, 2.392505], [-1.897964, 3.955862, 2.147727], [-3.413574, 3.067559, 2.225239], [-3.134369, 4.191995, 0.904474], [-2.824792, 0.724284, -0.602344], [-3.591467, 2.290720, -0.828077], [-3.983755, 1.302654, 0.585947], [-3.066189, -1.452731, -3.139170], [-1.988130, -1.656434, -4.009622], [-0.740901, -1.328158, -3.628521], [0.165832, -1.231995, -4.468102], [-0.525331, -1.118097, -2.340273], [-3.783466, -2.134514, -3.343872], [-3.426039, -0.511810, -3.268669], [-2.134429, -1.520303, -5.001450], [-1.282893, 1.541491, -3.355790], [1.870823, 0.009528, -3.742272], [1.739136, 1.272581, -5.516703], [2.200024, 1.896704, -2.131344]],
  "forces_ev_per_a": [[0.4573, 1.4532, 1.1320], [-0.0105, -0.0256, 0.0004], [0.0187, 0.0265, -0.0421], [0.0185, 0.0285, -0.0278], [-0.0440, 0.1112, -0.0578], [-0.2099, -0.2161, 0.0968], [0.0735, -0.0030, 0.1004], [0.0841, 0.0670, 0.0003], [0.0508, 0.1313, 0.3835], [0.0552, 0.1848, 0.1703], [0.1801, 0.0585, -0.0346], [0.0495, 0.1569, 0.1048], [-0.1135, -0.0814, 0.0687], [-0.1155, -0.0458, 0.0640], [-0.0169, -0.1177, 0.0103], [-0.0182, -0.0327, 0.0857], [0.0935, -0.0104, 0.0017], [0.0462, -0.0725, 0.0109], [0.0150, -0.0675, -0.0151], [-0.0013, -0.0450, -0.1588], [-0.1049, -0.0589, -0.2006], [-0.0128, 0.0468, 0.0282], [-0.0434, 0.0134, -0.0731], [-0.0310, -0.0505, -0.0529], [0.0252, -0.0173, 0.0680], [-0.1454, -0.0015, -0.2038], [-0.0261, 0.0081, -0.0665], [-0.0165, -0.0558, 0.0182], [-0.0168, -0.0785, 0.1462], [-0.0344, 0.0255, -0.0081], [0.0254, -0.0300, 0.0097], [-0.0370, -0.0351, -0.0029], [0.0033, -0.0140, -0.0001], [-0.0108, -0.0036, 0.0293], [-0.0306, -0.0163, 0.0713], [0.0353, 0.0496, 0.0539], [-0.0097, -0.0131, 0.0220], [0.0409, -0.0179, -0.0019], [0.0565, 0.0202, -0.0425], [0.0312, 0.0155, 0.0285], [0.0223, -0.0212, -0.0121], [0.0057, 0.0369, 0.0548], [0.0001, -0.0450, 0.0059], [-0.0227, 0.0391, 0.0097], [0.0282, -0.0182, -0.0001], [-0.0262, 0.0544, 0.0346], [0.0092, -0.0348, -0.0390], [0.0423, -0.0196, -0.0035], [0.0136, 0.0111, 0.0069], [-0.0130, 0.0377, 0.0008], [0.0093, 0.0115, -0.0327], [-0.0654, -0.0614, -0.0263], [-0.0237, -0.0106, -0.0059], [0.0037, -0.0736, 0.0527], [-0.0014, 0.0199, 0.0202], [0.0020, 0.0355, -0.0444], [-0.0389, 0.0012, -0.0018], [0.0048, 0.0385, 0.0025], [0.0515, -0.0740, 0.0718], [0.1100, 0.0583, -0.0486], [-0.0274, 0.0142, -0.0043], [0.0014, -0.0236, -0.0034], [-0.0021, -0.0079, -0.0095], [-0.0017, -0.0171, -0.0077], [0.0082, -0.0214, -0.0007], [-0.0289, -0.0105, -0.0186], [-0.0535, 0.1242, -0.0222], [0.0131, 0.0004, 0.0257], [-0.0127, -0.0225, -0.0238], [0.0026, 0.0104, -0.0092], [-0.0258, -0.0279, -0.0600], [0.0979, -0.0368, -0.0086], [0.0167, 0.0214, 0.0033], [-0.0202, 0.0357, -0.0001], [0.0495, 0.0454, 0.0245], [-0.1687, -0.0739, -0.2990], [0.0896, 0.2939, 1.3828], [0.1713, -0.0320, -0.4568], [-0.5571, -0.8766, -1.5029], [0.0307, -0.0090, 0.0194], [-0.0201, -0.0088, 0.0325], [-0.0023, -0.0784, 0.0054], [-0.0158, -0.0464, -0.1398], [0.3908, -0.3586, -0.7442], [-0.0081, -0.0307, 0.0191], [-0.3498, -0.1365, 0.0357]],
  "charge": 0,
  "de_lowest_kcal_mol": 7.29,
  "orbital_gap_ev": [7.432, 6.606],
  "multiplicity": 2,
  "homo_energy_ev": [-7.67, -7.65],
  "lumo_ev": [-0.2, -1.0],
  "energy_ha": -6365.06484
}